Density functional theory data (ωB97M-V with the def2-TZVPD basis set) for a cluster of 2 separate species, C4H13N3O in total in a non-equilibrium geometry.

Properties
Kohn-Sham gap   3.836 eV
HOMO energy   -7.9 eV
Charge   0
LUMO   -4.05 eV
Relative energy (zero: lowest compared OMol25 entry of this formula, charge and spin)   211.4 kcal per mole

Geometry (Å):
C  0.789  1.362  -0.086
C  0.253  0.584  1.096
C  0.035  -0.896  0.647
N  -2.230  0.863  -0.194
C  -2.305  -0.533  -0.073
N  -0.958  -1.035  -0.408
N  2.149  0.884  -0.381
H  0.078  1.141  -0.964
H  0.816  2.461  0.146
H  -0.657  0.975  1.418
H  1.025  0.681  1.840
H  0.899  -1.416  0.194
H  -0.340  -1.513  1.481
H  -2.992  1.194  0.377
H  -3.004  -1.089  -0.698
H  -0.757  -0.557  -1.335
H  2.210  -0.129  -0.634
H  2.625  1.406  -1.124
H  -2.573  -0.753  0.968
H  2.891  -1.956  -1.354
O  2.043  -1.674  -0.917

Forces on the atoms, in the same order (eV/Å):
0.331 0.050 -1.261
3.100 -1.618 -1.947
-2.433 0.429 0.475
-0.773 -0.663 -1.665
0.583 -0.081 0.654
0.390 0.937 -0.770
-0.620 1.147 -0.248
0.901 1.056 1.081
-0.179 -0.898 -0.437
-2.244 0.713 0.589
0.095 -0.244 0.746
1.052 -0.071 0.181
0.223 0.227 -0.180
0.116 0.792 1.155
-0.379 0.360 -0.410
0.429 -1.094 1.666
-0.184 -0.556 0.236
-0.404 0.102 0.505
-0.056 -0.579 0.075
-1.168 -0.060 0.945
1.219 0.048 -1.391



Density functional theory data (ωB97M-V with the def2-TZVPD basis set) for the molecule C5H11N.

Properties
Kohn-Sham gap   10.428 eV
HOMO energy   -9.2 eV
Charge   0
SMILES   C=C[C@@H](N)CC
LUMO   1.20 eV
Relative energy (zero: lowest compared OMol25 entry of this formula, charge and spin)   14.7 kcal per mole

Geometry (Å):
C  -0.320  -0.317  2.272
C  0.531  -0.080  1.026
C  -0.300  0.080  -0.250
C  0.622  0.288  -1.421
C  0.578  1.306  -2.275
H  -0.984  0.530  2.437
H  -0.932  -1.230  2.177
H  0.326  -0.430  3.151
H  1.144  0.822  1.127
H  1.248  -0.918  0.871
H  -0.955  0.964  -0.115
H  -1.634  -0.980  -1.312
H  -0.640  -1.936  -0.436
H  1.372  -0.516  -1.550
H  1.263  1.364  -3.126
H  -0.141  2.122  -2.155
N  -1.178  -1.070  -0.421

Forces on the atoms, in the same order (eV/Å):
0.210 -0.380 0.030
0.167 -0.363 -0.157
0.145 0.450 0.406
0.218 -0.160 -0.240
0.096 -0.002 -0.073
-0.090 -0.006 0.060
0.244 0.452 0.007
-0.172 0.054 -0.103
-0.040 -0.076 0.120
-0.386 0.356 0.124
0.298 -0.268 -0.189
-0.268 -0.178 -0.343
-0.078 0.179 -0.050
-0.403 0.444 -0.043
-0.244 0.031 0.334
0.200 -0.294 -0.045
0.103 -0.240 0.163



Density functional theory data (ωB97M-V with the def2-TZVPD basis set) for a structure of composition C3H2CuFO2 in a non-equilibrium geometry.

Properties
Kohn-Sham gap (spin up / spin down)   5.321 / 8.045 eV
Multiplicity   3
HOMO energy (spin up / spin down)   -6.6 / -10.2 eV
Charge   0
LUMO (spin up / spin down)   -1.29 / -2.20 eV
Relative energy (zero: lowest compared OMol25 entry of this formula, charge and spin)   81.5 kcal per mole
⟨S²⟩   2.009

Geometry (Å):
F  -1.809  1.197  0.210
O  0.479  -1.199  -0.139
O  -1.923  -1.249  0.422
C  0.842  0.103  -0.577
C  -0.224  0.781  0.173
C  -1.016  -0.465  0.362
H  0.787  0.230  -1.669
H  0.109  1.442  0.978
Cu  2.756  -0.839  0.241

Forces on the atoms, in the same order (eV/Å):
-0.257 2.800 -1.610
1.280 1.015 -1.077
3.513 3.458 0.009
-2.042 -2.272 -1.513
-2.042 -0.181 3.228
-0.612 -4.904 0.964
1.204 0.038 0.203
-0.450 -0.129 -0.097
-0.594 0.175 -0.106



Density functional theory data (ωB97M-V with the def2-TZVPD basis set) for a cluster of 2 separate species, C9H21BrNO3P in total.

Properties
Kohn-Sham gap   3.508 eV
HOMO energy   -4.7 eV
Charge   0
LUMO   -1.16 eV

Geometry (Å):
C  -1.803  -1.861  -0.401
C  -1.380  -0.841  -1.438
Br  -2.803  -0.631  -2.748
C  -1.045  0.548  -0.914
C  0.214  0.561  -0.047
O  0.985  -0.569  -0.397
C  2.271  -0.606  0.148
C  2.327  -0.341  1.652
N  1.366  0.728  2.075
C  -0.011  0.550  1.454
P  -1.106  1.804  2.331
C  -1.199  3.183  1.144
O  -2.582  1.165  2.067
H  -2.839  -1.712  -0.099
H  -1.172  -1.787  0.490
H  -1.671  -2.867  -0.790
H  -0.560  -1.203  -2.044
H  -1.914  0.966  -0.408
H  -0.840  1.180  -1.777
H  0.804  1.462  -0.283
H  2.945  0.066  -0.393
H  2.633  -1.620  -0.011
H  3.329  -0.003  1.911
H  2.118  -1.228  2.245
H  1.247  0.748  3.089
H  1.718  1.646  1.800
H  -0.330  -0.451  1.749
H  -0.539  3.068  0.290
H  -0.981  4.105  1.676
H  -2.220  3.222  0.768
H  -2.623  0.223  2.223
C  1.150  -1.923  -3.105
O  1.861  -2.608  -3.964
H  1.165  -2.308  -2.016
H  1.447  -0.821  -2.961
H  0.036  -1.849  -3.320

Forces on the atoms, in the same order (eV/Å):
0.065 0.139 0.160
-0.040 0.132 0.064
-0.247 0.040 -0.092
-0.140 0.002 -0.195
0.290 -0.088 -0.191
-0.196 0.048 0.617
0.057 -0.057 -0.153
0.434 -0.054 -0.001
-0.299 -0.229 -0.071
0.122 0.278 0.013
0.274 -0.027 0.217
-0.059 0.073 0.087
-0.182 0.120 -0.264
-0.079 -0.051 0.028
0.062 -0.077 -0.076
-0.139 -0.064 -0.057
-0.030 -0.065 0.194
0.043 0.100 0.205
-0.064 0.011 -0.059
-0.036 0.112 -0.019
-0.067 0.200 -0.011
0.103 -0.020 -0.164
0.020 -0.010 0.105
-0.310 -0.016 -0.028
0.153 0.054 0.048
0.061 0.020 -0.038
-0.078 -0.009 0.117
0.099 0.090 -0.056
0.032 0.117 -0.108
-0.053 0.028 -0.013
-0.242 -0.438 0.196
0.200 -0.134 0.151
0.061 0.047 0.015
-0.012 -0.029 -0.244
-0.050 -0.039 -0.012
0.246 -0.204 -0.367